Here is C8H12O2 as an isolated structure at a distorted geometry from the OMol25 dataset. Energies are from ωB97M-V with the def2-TZVPD basis set.

Each line ends with the Löwdin charge.
Positions of all 22 atoms, in Å:
1 C 0.471 -0.240 0.113  -0.0505
2 C 1.734 -0.005 0.302  -0.3477
3 C -1.400 0.516 0.327  -0.2050
4 C -1.490 -0.888 -0.075  -0.5469
5 C 2.639 -1.158 0.264  -0.0707
6 C 2.425 1.322 0.169  -0.0450
7 C -1.875 1.905 0.184  -0.0113
8 C -2.538 -1.613 -0.811  0.0442
9 O -0.221 -1.378 -0.125  0.0734
10 O -1.893 -0.441 1.172  0.1138
11 H 2.186 -1.955 0.878  0.0875
12 H 2.535 -1.574 -0.769  0.1061
13 H 3.640 -0.923 0.626  0.0768
14 H 3.544 1.081 0.240  0.0990
15 H 2.163 1.664 -0.789  0.0571
16 H 2.135 2.124 0.810  0.0624
17 H -1.302 2.443 1.013  0.1131
18 H -2.921 1.925 0.127  0.0594
19 H -1.439 2.447 -0.735  0.1126
20 H -3.393 -1.014 -0.671  0.0792
21 H -2.727 -2.578 -0.381  0.0920
22 H -2.273 -1.661 -1.867  0.1006

Results
E_HOMO = -8.15 eV
Net charge = 0
F_max = 5.1 eV/Å
Orbital gap = 9.01 eV
Calculated total energy = -462.3233 Ha